(1)
This record from OMol25 describes a structure of composition C28H44BrNOP2Ti in a non-equilibrium geometry. The level of theory is ωB97M-V/def2-TZVPD.

Structure (XYZ):
```
78
Properties=species:S:1:pos:R:3:forces:R:3:lowdin_spin:R:1
H 1.7800 1.5941 -1.4197 -0.3 0.0 0.0 0.00
H 2.8774 -3.6191 1.3030 -0.4 0.1 -0.6 0.00
C -0.0060 -2.4051 -3.2739 0.3 -1.0 1.6 0.00
H 1.3909 1.5923 -3.8152 -0.2 -0.2 0.3 0.00
O -1.5940 -0.3898 2.4411 -2.8 0.2 -0.3 0.01
H -3.0335 2.1669 -1.7306 0.0 -0.3 -0.2 0.00
C 3.7876 3.6453 1.3813 0.4 0.5 0.1 0.01
C 0.1268 -3.0393 -0.7401 -0.6 0.3 0.0 0.01
C -0.4105 -2.7228 1.5737 0.1 0.3 -1.9 0.03
H -1.0074 4.7946 -0.7271 0.1 -0.2 -0.1 0.00
H 4.7863 3.2494 1.5500 0.0 -0.1 0.0 0.00
H -1.6330 -1.9186 -7.4938 0.1 0.2 -0.2 0.00
C -3.2867 -2.1330 2.5206 -0.9 -1.1 -0.3 0.00
C -0.8010 -2.5668 0.1917 0.1 -1.2 0.8 0.04
H 2.3608 -0.8158 -6.9483 -0.8 -0.2 0.2 0.00
H -3.0382 -2.7986 1.6615 0.3 0.5 0.7 0.00
H -1.8730 2.7021 0.3378 0.2 0.0 -0.1 0.00
H -2.5049 -0.0356 -0.6138 -0.1 0.0 -0.2 0.00
C 0.5014 1.4986 -3.1745 -0.3 0.2 -0.4 0.02
H 5.6340 0.9059 1.8497 -0.1 -0.1 -0.2 0.00
C 4.0525 1.2807 3.9647 0.5 0.2 0.4 0.01
H -1.8793 -2.5493 -5.0831 -0.1 -0.1 0.0 0.00
H 3.8154 -0.8982 1.8310 0.1 0.3 -0.2 0.00
H -3.4697 0.7522 -2.7180 0.1 0.1 0.2 0.01
C 1.4216 -1.1860 -6.4945 -0.4 -0.2 0.8 0.00
C -2.8075 -0.7331 2.3801 1.6 0.1 0.0 0.01
C -0.9512 -2.1681 -5.4773 0.5 0.2 -0.2 0.00
C 3.8496 -0.0893 1.0815 -1.1 -0.1 0.1 0.03
H 3.8939 4.5320 0.7680 0.1 0.2 -0.2 0.00
H 1.2485 -0.0046 -1.8513 -0.1 0.1 0.1 0.00
H 3.4847 -0.5478 0.1454 0.2 0.2 0.2 0.00
C -0.0764 -2.8505 -2.1406 0.3 1.0 -1.3 0.00
H -4.2154 0.1800 1.1019 0.0 0.1 -0.1 0.00
N 0.3345 -1.2913 -7.2664 0.5 0.0 -0.7 0.00
C 0.9046 1.0379 -1.7783 0.8 -0.4 0.4 0.03
H 0.0048 2.4740 -3.1703 0.2 -0.3 -0.1 0.00
H 3.3559 2.3486 -0.2754 -0.1 0.1 0.0 0.00
C 2.7528 1.6966 3.3232 -1.5 -0.4 0.1 0.04
H -1.4753 -0.5177 -1.9371 0.0 0.2 0.0 0.00
C -2.6296 1.3117 -2.2883 -0.1 0.2 -0.3 0.02
H 1.9242 1.2777 3.9118 0.5 0.2 -0.3 0.00
H 3.9233 1.3730 5.0456 0.2 0.0 -0.1 0.00
H 1.8604 -4.2859 -1.0395 -0.1 0.7 0.3 0.00
C -0.8051 -1.7971 -6.8082 0.4 0.1 0.7 0.00
C 5.2495 0.4768 0.9205 0.4 0.0 0.1 0.01
P -0.3869 1.0312 -0.4721 0.0 0.9 -1.5 0.39
C 1.3249 -3.6461 -0.3178 1.5 -0.6 0.5 0.03
H -4.7334 -0.2710 2.7158 -0.4 0.4 -0.2 0.00
H -1.7935 -2.2116 -0.1372 0.5 -0.6 0.2 0.00
H 5.9066 -0.3521 0.6483 0.0 0.1 0.0 0.00
C -0.7759 3.8194 -1.1761 0.0 0.3 -0.1 0.02
H -1.1570 -2.9297 2.3708 0.8 0.5 -0.4 0.01
H 0.2318 3.8719 -1.6100 -0.4 0.1 0.1 0.00
H -4.3756 -2.0637 2.4409 0.2 -0.4 0.4 0.00
C 0.1566 -2.0323 -4.6361 0.1 0.4 -0.4 0.00
H 5.3442 1.2191 0.1238 -0.2 -0.1 0.1 0.00
H -3.0377 -2.6296 3.4853 0.1 0.4 -0.6 0.00
P 2.4868 1.1169 1.5720 1.1 0.1 0.5 0.22
H -3.8221 1.2062 2.5432 0.5 0.2 -0.3 0.00
C -0.8546 2.7752 -0.0705 0.1 -0.5 1.0 0.04
C 2.8938 2.6706 0.6616 -0.9 -0.6 -0.6 0.02
H 4.3147 0.2369 3.7708 0.0 0.2 0.0 0.00
H 1.9186 3.1090 0.4113 0.3 0.2 -0.1 0.00
Ti 0.2808 -0.9488 2.4675 1.4 1.1 1.0 0.86
H -1.5245 3.6333 -1.9584 0.5 0.1 0.2 0.00
H 4.8813 1.9297 3.6654 -0.1 -0.2 0.1 0.00
Br 0.7847 -0.6106 4.7830 -0.2 -0.5 0.0 0.01
H -0.2212 3.0512 0.7860 -0.2 0.1 -0.2 0.00
C -3.9281 0.1995 2.1546 -0.3 0.3 0.8 0.00
C -1.8405 0.3643 -1.3921 0.0 -0.9 0.8 0.06
C 1.3847 -1.5372 -5.1319 -0.2 0.0 -0.4 0.00
C 1.0118 -2.6584 1.8058 -0.8 -1.0 0.9 0.00
H 2.2818 -1.4234 -4.4973 -0.7 -0.2 -0.4 0.00
H 2.5545 2.7748 3.3637 0.3 -0.3 -0.2 0.00
H 3.3935 3.9921 2.3293 0.0 0.0 0.0 0.00
H -2.0295 1.6766 -3.1283 -0.3 0.0 0.3 0.00
C 1.8667 -3.3668 0.9546 -0.9 0.2 -0.8 0.02
H -0.1665 0.7610 -3.6351 0.2 0.2 0.0 0.00
```
Positions in Å, forces in eV/Å.

Values from the calculation:
LUMO (spin up / spin down): -6.6 / -9.4 eV
Kohn-Sham gap (spin up / spin down): 7.0 / 4.2 eV
Spin multiplicity: 3
HOMO (spin up / spin down): -13.61 / -13.60 eV
Molecular weight: 600.385 g mol⁻¹
Total charge: +2

---

(2)
This record from OMol25 describes a cluster of 11 separate species, C21H66N2O11 in total in a non-equilibrium geometry. The level of theory is ωB97M-V/def2-TZVPD.

Structure (XYZ):
```
100
Properties=species:S:1:pos:R:3:forces:R:3:mulliken_charge:R:1
H -2.6980 -5.7046 -6.4590 -0.1 0.3 0.4 0.18
H 4.3725 3.9291 -0.5835 -0.9 -0.8 -0.5 0.40
H 1.7795 -7.1145 9.5109 0.0 0.0 -0.2 0.35
C -7.8693 -1.0263 -2.5364 1.7 3.2 1.6 -0.57
O -2.4062 -7.6362 -6.0224 -1.2 -2.0 -0.3 -0.51
H 2.3662 5.4774 -3.3273 0.2 0.5 -0.3 0.33
H -7.0731 -1.0876 -1.7945 0.0 -0.2 0.6 0.25
C -1.3328 -0.4813 -0.5505 -1.0 -0.2 -0.5 -0.28
H 2.2033 -6.0471 5.9314 -0.8 -1.1 -0.5 0.42
H -5.7476 -0.0837 6.1502 0.5 -0.3 0.1 0.20
H -1.8882 5.3429 3.5326 0.9 -0.2 0.5 0.25
O 6.1283 -0.4909 -6.5628 -0.8 0.2 0.5 -0.49
O 0.4326 0.2803 -6.7524 -0.1 -0.3 0.1 -0.46
C -6.8070 8.3172 -2.4174 1.0 0.4 0.4 -0.98
H 4.0237 6.1865 -3.1036 -0.2 0.0 0.2 0.35
H -6.5771 8.2078 -3.4772 -0.1 0.9 -0.1 0.26
N 2.4185 6.7821 -1.1758 0.5 1.5 2.2 -0.73
C 0.7481 -6.9805 7.5388 3.0 -1.0 1.9 0.34
H 7.9411 -1.4417 -8.4011 0.0 -0.1 0.7 0.28
H 3.7064 -5.4308 -0.5458 -0.2 0.5 0.0 0.24
C 4.6464 -5.3568 -1.0927 -1.1 0.9 -0.2 -0.84
H -2.3073 -6.0377 -4.6722 -0.7 0.1 -0.1 0.25
C -2.2841 5.8955 4.3846 -1.5 0.4 0.8 -0.53
H -7.3039 5.6311 -1.4543 0.3 0.1 -0.2 0.32
C 5.3944 -4.0901 -0.6826 -0.9 -0.4 1.4 -0.29
O 1.5668 -4.5876 7.0815 0.1 0.5 1.1 -0.35
H -6.9827 1.5883 7.6787 -0.6 -0.2 0.6 0.32
H 1.4305 6.7985 -0.9668 -0.3 -0.3 -0.2 0.28
N 1.2311 -8.3610 7.3261 -0.5 -0.8 -1.3 -0.82
C 0.7765 -6.9465 9.1186 -0.9 2.1 -1.3 -1.28
H -0.9372 -1.4437 -0.2260 0.2 0.1 0.4 0.30
H -0.4391 -4.8504 7.2175 -0.4 0.0 -0.1 0.23
H 5.3380 -4.0854 0.4059 0.4 0.5 0.1 0.21
H 5.1876 -0.3002 -6.5812 -0.2 -0.3 0.6 0.28
H -0.2777 -6.9796 7.1702 0.3 0.6 -0.3 0.33
H 5.0511 -2.7278 -2.0023 -0.2 0.3 -0.2 0.30
C -1.9167 0.3577 0.5130 -0.7 -1.3 2.0 -0.92
H -1.3475 0.9825 -7.3557 -0.1 0.6 -0.7 0.24
H 6.4426 -4.1490 -0.9758 0.0 0.5 -0.2 0.29
H 5.3285 4.2273 1.9749 0.3 -0.1 -0.9 0.32
H -2.1025 -0.7520 -1.2732 0.1 0.2 -0.5 0.21
C 3.3161 5.4166 -2.7962 -0.2 -1.8 0.4 -1.34
H 6.5795 1.2915 -7.5374 0.9 0.2 0.4 0.31
H 5.0547 -6.3444 -0.8781 0.8 0.3 -0.7 0.34
H -1.0946 -6.2338 -5.8626 0.2 1.0 -0.2 0.22
C -2.1726 -6.3087 -5.7194 1.7 0.3 0.1 -0.44
H 0.0920 0.8241 -6.0384 0.6 0.0 0.3 0.31
H -7.8874 8.3869 -2.2911 -0.1 -1.0 0.0 0.28
H 0.4520 -5.9378 9.3745 0.0 0.1 0.8 0.28
O -6.8582 6.0805 -2.1761 -2.1 -5.4 -2.5 -0.50
C 1.8458 -5.9595 6.9573 -0.5 -0.2 0.1 -0.72
H -2.3003 1.3063 0.1373 0.3 -0.1 0.2 0.27
H -1.1018 5.7608 5.8903 0.1 -0.1 0.4 0.30
H 0.4830 -0.0155 -0.8123 0.2 0.3 -0.3 0.30
H 4.3723 -5.0783 -2.1103 0.0 -1.2 -0.4 0.24
C 4.2491 4.1267 1.8617 -0.3 0.5 0.3 -0.78
O -6.6404 0.6977 7.7851 -2.4 0.7 1.2 -0.47
C 6.6247 0.2112 -7.6756 0.7 -1.3 0.0 -0.30
C 0.2753 -4.2051 6.7063 -0.1 -0.6 0.6 -0.60
H 8.1923 0.1737 -8.9017 0.8 -0.1 -0.4 0.30
H 2.0897 4.7839 -1.1427 0.3 -0.6 0.0 0.23
O -0.3572 0.3510 -1.0976 1.4 -0.2 -1.2 -0.49
H 2.7741 -6.0947 7.5123 -0.1 -0.3 0.5 0.26
O -2.0131 5.4964 5.7448 0.5 -0.2 -1.2 -0.49
H 0.1607 -4.3375 5.6304 -0.3 0.5 -0.2 0.29
O 3.6216 4.9952 0.9273 0.1 0.8 2.2 -0.31
H 3.9520 4.4333 2.8647 -0.7 -0.2 -0.1 0.26
H 3.6786 4.4147 -3.0264 0.5 -0.1 -0.3 0.35
H 3.9367 3.1052 1.6449 0.3 -0.2 0.1 0.32
C 4.0847 4.9540 -0.3494 -0.4 -0.6 -2.4 -0.75
H -2.6826 -0.1942 1.0580 -0.7 0.1 -0.2 0.34
H -5.0326 7.0286 -1.8897 0.0 -0.1 -0.7 0.24
O 4.6790 -2.8932 -1.1329 1.2 -1.4 0.2 -0.49
H -2.1025 6.9683 4.3188 0.1 0.0 -0.5 0.26
H 0.0894 -3.2141 7.1203 0.2 0.2 -0.6 0.26
C -5.6022 0.6833 6.9110 1.9 0.4 -1.0 -0.52
C -6.1163 7.0850 -1.7866 -0.6 4.1 3.1 -0.21
H -1.1472 0.3778 1.2846 0.1 1.1 0.0 0.26
H -0.5179 0.0313 -8.6021 0.1 -0.2 0.2 0.23
H 2.0920 -8.5923 7.8008 0.6 0.8 -0.1 0.29
H -2.4997 -8.1996 -5.2507 0.0 0.3 0.0 0.30
H -3.3567 5.7356 4.2745 -0.1 0.2 0.0 0.21
H -8.7640 -0.6938 -2.0101 -0.5 -0.5 -0.2 0.26
C 8.0099 -0.4265 -8.0103 -1.3 2.3 -1.5 -0.95
H -1.4547 -0.6286 -7.1844 0.6 -1.0 -0.1 0.27
H 5.9161 0.1004 -8.4964 0.2 -0.5 -0.5 0.27
H -4.7024 0.6257 7.5234 0.6 -0.7 -0.6 0.22
H 8.8219 -0.1782 -7.3267 -0.3 -0.5 0.2 0.29
C -0.7276 0.1040 -7.5349 -1.3 1.1 0.1 -0.58
H -7.5189 -0.1576 -3.0937 -0.3 0.1 -0.5 0.23
H -8.2843 -2.8122 -2.8328 0.1 -0.3 -0.3 0.30
H -6.2995 7.0872 -0.7122 0.7 1.0 0.6 0.25
C 2.9389 5.4474 -1.3063 0.5 -1.0 -1.5 0.43
H 0.0708 -7.6736 9.5203 0.0 0.1 0.0 0.47
H -6.5410 9.2468 -1.9142 0.9 0.3 -0.6 0.34
H 0.6041 -8.8893 7.9158 -0.4 -0.6 -0.4 0.27
O -7.8568 -2.1094 -3.3277 -1.0 -2.2 -1.3 -0.47
H 5.0763 5.3378 -0.5890 0.1 1.5 0.6 0.39
H -5.5192 1.6386 6.3928 0.1 0.1 -0.3 0.25
H 2.8024 7.0587 -0.2835 0.1 1.0 0.3 0.27
```
Positions in Å, forces in eV/Å.

Values from the calculation:
LUMO: 0.2 eV
Kohn-Sham gap: 9.4 eV
Spin multiplicity: 1
HOMO: -9.16 eV
Molecular weight: 522.762 g mol⁻¹
SMILES: COC[C@H](C)N.COC[C@H](C)N.CCO.CCO.CCO.CCO.CO.CO.CO.CO.CO

---

(3)
This record from OMol25 describes the ion C19H38NO3 with charge +1 in a non-equilibrium geometry. The level of theory is ωB97M-V/def2-TZVPD.

Structure (XYZ):
```
61
Properties=species:S:1:pos:R:3:forces:R:3:mulliken_charge:R:1
C 3.2669 1.5583 -0.4353 -0.2 -0.1 -0.2 -0.68
C -0.5524 -1.9796 1.9807 0.2 0.1 0.0 -0.82
C 4.0136 0.4783 -1.2298 -0.2 -0.1 0.1 -1.18
H 3.9475 0.6950 -2.2998 0.1 0.0 0.0 0.46
C -3.1902 3.2174 0.4108 0.0 -0.3 0.0 -0.86
H -0.5811 2.5767 -1.7636 0.0 0.1 0.2 0.35
H 2.4775 -1.0380 -1.2641 -0.1 -0.1 -0.1 -0.01
C 3.0689 -2.7737 0.7372 -0.1 0.2 0.0 -1.26
H -4.2366 2.9211 0.4661 0.0 0.1 0.0 0.39
H -5.0581 -2.9971 -0.9264 -0.1 0.0 0.0 0.32
H -0.8184 4.1419 1.4934 0.1 -0.1 -0.1 0.38
H -0.8733 -3.0165 2.0704 0.0 0.0 0.1 0.36
O -1.0573 -0.2174 0.4113 0.0 0.0 -0.1 -0.88
H -2.8502 3.1651 2.5466 0.1 0.0 0.1 0.42
C 0.9776 -1.8942 1.9091 -0.2 -0.2 -0.2 -0.33
H 5.0692 0.5448 -0.9617 0.1 0.0 -0.1 0.41
H 3.6506 2.5362 -0.7337 0.0 0.1 0.1 0.33
C -0.9604 3.0594 1.5415 -0.4 0.1 0.7 -0.61
H -0.4269 2.6742 2.4126 0.1 0.0 -0.2 0.40
H 3.3463 -0.6832 1.1528 0.0 0.1 0.1 0.18
H 4.8034 -1.5167 0.6403 0.0 0.1 0.1 0.37
N -0.3829 2.4554 0.3198 0.0 -0.3 0.0 1.11
H -2.6496 1.5506 -0.8446 0.0 -0.1 -0.1 -0.10
H 1.3428 0.5648 -0.3584 0.1 0.1 0.0 -0.95
H 1.1768 -3.7623 0.8792 -0.1 0.0 -0.1 0.42
H -3.3320 -1.1313 -0.8669 0.1 0.0 0.0 0.25
C -2.4417 2.7163 1.6418 0.0 0.2 -0.1 -0.37
O 1.3905 1.8276 -1.9826 0.1 0.0 -0.3 -0.56
H 4.0850 -1.6174 -1.6515 -0.1 -0.1 0.0 0.50
H 1.4939 2.5114 1.2578 -0.1 0.0 0.0 0.33
H -3.0266 3.0250 -1.7375 0.1 0.0 -0.1 0.42
H -3.1555 4.3076 0.3744 0.0 0.1 0.0 0.35
H 2.0100 1.3827 -2.5716 0.0 0.0 0.0 0.45
C 3.5293 -0.9534 -0.9869 0.2 0.2 0.2 -0.27
H -0.6029 1.4353 0.3549 0.2 0.2 0.1 -0.24
C 1.5387 -2.7386 0.7654 0.2 0.1 0.2 -0.10
C 1.0874 2.6077 0.2499 0.7 -0.3 -0.4 -1.37
C -1.1825 -1.3855 0.7494 0.1 0.0 0.4 0.36
C -4.2318 -3.6942 -1.0460 0.2 0.0 -0.2 -1.18
H -3.8823 -3.9926 -0.0612 0.0 -0.1 0.1 0.29
H -0.9342 4.0795 -0.8880 0.1 0.0 0.1 0.43
C 1.7466 1.5487 -0.6461 0.2 0.0 0.6 1.75
H -4.5998 -4.5758 -1.5622 -0.1 -0.1 0.0 0.38
H 1.1542 -2.3669 -0.1873 -0.1 0.0 -0.1 0.06
H 3.3869 -3.4898 -0.0226 0.1 -0.1 0.0 0.37
H -0.9068 -1.4196 2.8491 -0.1 0.0 -0.1 0.36
H 1.2635 -0.8477 1.7852 0.0 0.0 0.1 -0.04
C -2.5333 -1.8326 -1.1343 -0.1 0.2 -0.8 -0.26
O -1.8812 -2.2587 0.0697 -0.1 -0.4 0.1 -0.27
H 3.4226 -3.1404 1.7026 0.0 -0.1 0.0 0.40
C -2.5429 2.6366 -0.8422 0.0 0.3 0.2 -0.13
H -2.5530 1.6334 1.7229 0.0 0.0 0.1 0.10
H 1.3915 -2.2467 2.8547 0.0 0.1 0.1 0.51
H -3.4597 -2.7429 -2.8213 0.1 0.0 0.0 0.39
H 3.4732 1.4320 0.6273 0.0 0.0 0.1 0.42
H 1.3217 3.6027 -0.1342 -0.1 0.0 0.1 0.33
H -2.2964 -3.7790 -1.9856 0.1 0.0 -0.1 0.29
C -3.0997 -3.0555 -1.8405 0.0 0.2 0.5 -0.55
C 3.7322 -1.4244 0.4530 -0.1 -0.2 -0.2 -0.28
C -1.0652 2.9948 -0.8813 -0.5 0.0 -0.9 -0.62
H -1.8034 -1.3090 -1.7622 -0.1 -0.1 0.1 0.25
```
Positions in Å, forces in eV/Å.

Values from the calculation:
LUMO: -1.9 eV
Kohn-Sham gap: 11.6 eV
Spin multiplicity: 1
HOMO: -13.52 eV
Molecular weight: 328.517 g mol⁻¹
Total charge: +1
SMILES: CCCOC(=O)CCCCCCCC[C@H](O)C[NH+]1CCCCC1

---

Which formula does entry 2 have? C21H66N2O11

---

molecular weight of number 2 (C21H66N2O11)? 522.762 g mol⁻¹